1.
Here is C10H8AuN2OS2 as an isolated structure at a distorted geometry from the OMol25 dataset. Energies are from ωB97M-V with the def2-TZVPD basis set.

Positions of all 24 atoms, in Å:
Au (-0.15, -0.31, -0.25)
S (-0.22, 0.53, 2.59)
C (-0.15, 2.00, 1.78)
N (-0.15, 2.10, 0.48)
C (-0.07, 3.38, 0.05)
C (-0.06, 3.80, -1.28)
C (0.00, 5.15, -1.54)
C (0.05, 6.09, -0.50)
C (0.06, 5.70, 0.83)
C (-0.02, 4.34, 1.11)
S (-0.06, 3.56, 2.64)
H (-0.09, 3.07, -2.07)
H (0.00, 5.50, -2.56)
H (0.10, 7.14, -0.74)
H (0.11, 6.42, 1.63)
C (2.54, -1.30, 0.72)
C (1.90, -0.34, -0.23)
O (2.46, 0.44, -0.93)
H (3.63, -1.22, 0.66)
H (2.24, -2.32, 0.49)
H (2.21, -1.08, 1.74)
N (-3.27, -0.25, -0.18)
C (-2.14, -0.38, -0.37)
H (-4.25, -0.15, -0.05)

As for the total charge: +1. As for the multiplicity: 3. The electronic energy is -40881.5131 eV. The calculation puts the HOMO-LUMO gap (spin up / spin down) at 9.03 / 6.00 eV. The value obtained for the HOMO energy (spin up / spin down) is -12.0 / -12.4 eV. The value obtained for the energy above the lowest of the compared OMol25 structures with the same formula, charge and spin is 6.0 kcal/mol.

---

2.
Here is C22H23I2N4O5RbS as an isolated structure from the OMol25 dataset. Energies are from ωB97M-V with the def2-TZVPD basis set.

Positions of all 58 atoms, in Å:
Rb (0.00, 1.01, -1.95)
I (4.39, 7.65, 1.81)
C (3.21, 6.40, 0.64)
C (3.13, 6.59, -0.73)
C (2.34, 5.76, -1.50)
I (2.25, 6.07, -3.57)
C (1.56, 4.69, -0.97)
O (0.83, 3.93, -1.66)
C (1.68, 4.53, 0.46)
C (0.92, 3.41, 1.09)
N (1.58, 2.13, 0.88)
C (0.92, 1.05, 1.59)
C (1.46, -0.32, 1.27)
C (1.43, -1.31, 2.25)
C (1.81, -2.60, 1.91)
C (2.22, -2.85, 0.61)
C (2.24, -1.80, -0.28)
N (1.89, -0.56, 0.04)
C (2.48, 5.36, 1.22)
H (3.69, 7.39, -1.21)
H (-0.07, 3.34, 0.63)
H (0.78, 3.62, 2.17)
H (2.56, 2.19, 1.13)
H (-0.13, 1.04, 1.27)
H (0.91, 1.19, 2.68)
H (1.08, -1.07, 3.25)
H (1.76, -3.39, 2.65)
H (2.49, -3.85, 0.29)
H (2.52, -1.96, -1.32)
H (2.52, 5.21, 2.29)
C (-3.42, -5.77, 3.10)
C (-3.07, -4.66, 2.14)
C (-2.40, -3.52, 2.57)
C (-2.10, -2.49, 1.69)
C (-2.47, -2.58, 0.36)
C (-3.14, -3.72, -0.08)
C (-3.43, -4.75, 0.80)
S (-2.01, -1.31, -0.84)
O (-1.69, -0.15, 0.01)
O (-3.25, -1.19, -1.62)
N (-0.77, -1.72, -1.62)
C (-0.82, -2.46, -2.85)
C (0.06, -1.85, -3.99)
O (0.57, -2.68, -4.77)
O (0.16, -0.60, -4.04)
H (-2.67, -5.85, 3.90)
H (-3.48, -6.73, 2.59)
H (-4.38, -5.59, 3.58)
H (-2.10, -3.43, 3.61)
H (-1.57, -1.61, 2.03)
H (-3.43, -3.78, -1.12)
H (-3.95, -5.63, 0.44)
H (-1.84, -2.53, -3.26)
H (-0.46, -3.48, -2.69)
N (-0.97, 3.92, -4.18)
H (-0.40, 4.00, -3.34)
H (-0.42, 4.35, -4.92)
H (-0.99, 2.93, -4.43)

As for the total charge: -2. The electronic energy is -67080.4944 eV. The calculation puts the HOMO-LUMO gap at 5.81 eV. The value obtained for the HOMO energy is -2.4 eV. The value obtained for the energy above the lowest of the compared OMol25 structures with the same formula, charge and spin is 6.8 kcal/mol.

---

3.
Here is C12H32N2O5Rb as an isolated structure at a distorted geometry from the OMol25 dataset. Energies are from ωB97M-V with the def2-TZVPD basis set.

Positions of all 52 atoms, in Å:
Rb (1.87, 2.38, -0.91)
C (-4.22, -0.38, -2.29)
O (-3.86, -0.12, -0.95)
C (-2.61, -0.68, -0.57)
C (-1.29, 0.06, -1.12)
N (-1.10, 1.47, -0.68)
C (-1.87, 2.33, -1.57)
C (-1.62, 3.82, -1.23)
O (-0.26, 4.25, -1.46)
C (-0.12, 5.65, -1.11)
H (-3.45, -0.95, -2.82)
H (-4.36, 0.57, -2.80)
H (-5.14, -0.96, -2.33)
H (-2.66, -1.68, -0.98)
H (-2.58, -0.76, 0.51)
H (-1.15, 0.00, -2.19)
H (-0.57, -0.60, -0.63)
H (-1.44, 1.81, 0.21)
H (-2.95, 2.14, -1.57)
H (-1.59, 2.24, -2.62)
H (-1.82, 3.85, -0.16)
H (-2.36, 4.45, -1.72)
H (-0.08, 5.72, -0.02)
H (-0.88, 6.31, -1.53)
H (0.86, 6.00, -1.43)
C (1.29, -1.19, 4.08)
O (1.52, -0.75, 2.72)
C (2.82, -0.86, 2.22)
C (2.85, -0.69, 0.69)
N (1.64, -1.29, 0.01)
C (1.68, -2.71, -0.03)
C (0.35, -3.31, -0.39)
O (-0.74, -2.88, 0.55)
C (-0.61, -3.43, 1.84)
H (1.61, -2.22, 4.28)
H (0.26, -1.13, 4.43)
H (1.77, -0.53, 4.79)
H (3.26, -1.81, 2.53)
H (3.50, -0.19, 2.74)
H (3.75, -1.01, 0.16)
H (2.82, 0.38, 0.51)
H (0.84, -1.12, 0.61)
H (1.96, -3.12, 0.93)
H (2.50, -3.08, -0.65)
H (0.34, -4.40, -0.38)
H (0.13, -3.03, -1.41)
H (0.38, -3.18, 2.22)
H (-0.78, -4.50, 1.78)
H (-1.37, -3.11, 2.55)
O (4.18, 0.85, -1.39)
H (4.31, 0.08, -1.95)
H (5.00, 1.34, -1.46)

As for the multiplicity: 2. The electronic energy is -26830.4958 eV. The calculation puts the HOMO-LUMO gap (spin up / spin down) at 2.73 / 9.25 eV. The value obtained for the HOMO energy (spin up / spin down) is -2.5 / -8.9 eV.

---

4.
Here is a 8-piece molecular cluster, C13H44FN15O9P overall at a distorted geometry from the OMol25 dataset. Energies are from ωB97M-V with the def2-TZVPD basis set.

Positions of all 83 atoms, in Å:
C (-1.67, 3.75, -2.62)
C (-2.91, 2.75, -2.23)
C (-2.47, 1.36, -1.48)
P (-1.20, 1.56, -0.07)
F (-1.15, -0.23, 0.01)
C (-2.56, 1.41, 1.30)
N (-3.42, 2.64, 1.44)
O (-0.05, 1.53, 1.29)
C (1.37, 1.54, 0.83)
C (1.36, 0.86, -0.69)
O (0.11, 1.43, -1.27)
H (-1.46, 4.50, -1.72)
H (-2.07, 4.43, -3.51)
H (-0.70, 3.22, -3.01)
H (-3.41, 2.42, -3.26)
H (-3.78, 3.30, -1.63)
H (-3.46, 0.92, -0.99)
H (-2.08, 0.51, -2.20)
H (-1.21, 3.00, 0.02)
H (-3.19, 0.40, 1.18)
H (-1.98, 1.28, 2.33)
H (-3.25, 3.35, 0.70)
H (-3.14, 3.07, 2.37)
H (1.98, 0.81, 1.54)
H (1.85, 2.60, 0.59)
H (2.27, 1.36, -1.28)
H (1.47, -0.33, -0.75)
C (-3.11, 7.33, -4.28)
O (-3.51, 6.21, -4.56)
N (-2.09, 7.92, -4.93)
N (-3.65, 8.07, -3.30)
H (-1.74, 8.84, -4.71)
H (-1.65, 7.39, -5.68)
H (-4.42, 7.67, -2.79)
H (-3.33, 8.99, -3.06)
C (3.97, -0.54, -3.55)
O (4.11, -0.38, -2.34)
N (4.63, -1.49, -4.24)
N (3.15, 0.22, -4.29)
H (4.53, -1.63, -5.23)
H (5.27, -2.08, -3.71)
H (2.63, 0.94, -3.81)
H (3.02, 0.10, -5.28)
C (2.34, -2.79, 2.67)
O (2.48, -2.63, 3.87)
N (3.00, -3.73, 1.98)
N (1.51, -2.03, 1.92)
H (2.90, -3.88, 0.99)
H (3.63, -4.33, 2.50)
H (0.99, -1.30, 2.41)
H (1.38, -2.14, 0.93)
C (-1.28, -2.13, 5.56)
O (-2.11, -1.50, 6.19)
N (-1.57, -3.24, 4.87)
N (0.01, -1.75, 5.49)
H (-0.90, -3.77, 4.35)
H (-2.54, -3.56, 4.90)
H (0.28, -0.92, 5.99)
H (0.71, -2.26, 4.97)
C (2.78, 2.67, -7.59)
O (3.39, 2.67, -6.54)
N (1.49, 2.33, -7.69)
N (3.36, 3.01, -8.76)
H (0.97, 2.33, -8.55)
H (1.02, 2.07, -6.83)
H (4.34, 3.27, -8.74)
H (2.87, 3.01, -9.65)
C (-5.01, -5.26, 4.63)
O (-4.03, -4.70, 4.17)
N (-6.27, -4.88, 4.34)
N (-4.93, -6.30, 5.48)
H (-7.09, -5.33, 4.71)
H (-6.38, -4.09, 3.71)
H (-4.00, -6.62, 5.72)
H (-5.72, -6.78, 5.87)
C (4.82, -5.68, 5.13)
O (4.59, -5.40, 3.96)
N (5.76, -6.58, 5.49)
N (4.15, -5.13, 6.16)
H (5.96, -6.82, 6.45)
H (6.28, -7.02, 4.75)
H (3.44, -4.45, 5.93)
H (4.32, -5.35, 7.12)

As for the total charge: -1. The electronic energy is -66985.6996 eV. The calculation puts the HOMO-LUMO gap at 6.17 eV. The value obtained for the HOMO energy is -4.2 eV.

---

5.
Here is C34H16BrF4IrN4O11PS5 as an isolated structure at a distorted geometry from the OMol25 dataset. Energies are from ωB97M-V with the def2-TZVPD basis set.

Positions of all 77 atoms, in Å:
Ir (0.93, -1.72, 0.54)
S (-0.14, -5.66, 6.65)
C (0.12, -4.85, 5.17)
S (-1.03, -4.87, 3.91)
C (-0.11, -3.90, 2.78)
C (1.14, -3.47, 3.25)
S (2.27, -2.54, 2.42)
S (1.55, -3.97, 4.87)
S (-0.81, -3.58, 1.29)
F (0.99, -3.43, -6.46)
C (0.70, -2.87, -5.29)
C (-0.12, -1.76, -5.24)
F (-0.62, -1.25, -6.36)
C (-0.42, -1.19, -4.01)
F (-1.25, -0.15, -4.02)
C (0.08, -1.68, -2.81)
P (-0.40, -0.78, -1.18)
C (0.11, 0.88, -1.73)
C (-0.62, 2.05, -1.57)
C (-0.10, 3.27, -2.00)
C (1.15, 3.33, -2.59)
C (1.90, 2.17, -2.74)
C (1.38, 0.96, -2.30)
C (-2.17, -1.23, -1.36)
C (-3.24, -0.35, -1.27)
C (-4.54, -0.81, -1.43)
C (-4.80, -2.16, -1.63)
C (-3.74, -3.05, -1.69)
C (-2.43, -2.59, -1.57)
C (0.86, -2.83, -2.90)
Br (1.49, -3.75, -1.36)
C (1.18, -3.41, -4.11)
F (1.93, -4.51, -4.17)
H (-1.58, 2.03, -1.08)
H (-0.68, 4.17, -1.86)
H (1.55, 4.28, -2.92)
H (2.89, 2.21, -3.18)
H (1.98, 0.06, -2.41)
H (-3.08, 0.70, -1.08)
H (-5.36, -0.11, -1.37)
H (-5.81, -2.51, -1.74)
H (-3.92, -4.11, -1.84)
H (-1.62, -3.30, -1.63)
O (-1.32, 0.47, 0.57)
C (-1.13, 0.11, 1.75)
O (-0.38, -0.85, 2.12)
C (-1.86, 0.83, 2.85)
C (-2.63, 1.95, 2.57)
C (-3.30, 2.62, 3.58)
C (-3.21, 2.16, 4.89)
C (-2.44, 1.04, 5.15)
C (-1.75, 0.37, 4.15)
N (-2.35, 0.54, 6.53)
O (-1.73, -0.49, 6.73)
O (-2.91, 1.18, 7.40)
H (-2.68, 2.30, 1.54)
H (-3.89, 3.49, 3.36)
H (-3.72, 2.66, 5.70)
H (-1.15, -0.49, 4.38)
O (4.67, 5.18, -1.55)
N (4.99, 4.01, -1.63)
O (5.95, 3.59, -2.25)
C (4.16, 3.03, -0.92)
C (4.50, 1.70, -0.98)
C (3.69, 0.77, -0.34)
C (2.52, 1.12, 0.42)
O (1.77, 0.30, 1.00)
C (2.27, 2.54, 0.44)
C (3.04, 3.46, -0.22)
N (1.10, 3.09, 1.15)
O (0.77, 4.24, 0.87)
O (0.60, 2.46, 2.05)
N (4.11, -0.61, -0.48)
O (3.32, -1.52, -0.19)
O (5.21, -0.85, -0.92)
H (5.37, 1.38, -1.52)
H (2.78, 4.50, -0.19)

As for the multiplicity: 6. The electronic energy is -211202.2020 eV. The calculation puts the HOMO-LUMO gap (spin up / spin down) at 4.56 / 6.01 eV. The value obtained for the HOMO energy (spin up / spin down) is -6.4 / -9.2 eV. The value obtained for the energy above the lowest of the compared OMol25 structures with the same formula, charge and spin is 18.2 kcal/mol.

---

6.
Here is one molecule with the formula C22H28N2O4 from the OMol25 dataset. Energies are from ωB97M-V with the def2-TZVPD basis set.

Positions of all 56 atoms, in Å:
C (-0.17, 2.43, -2.82)
O (0.27, 1.97, -1.56)
C (1.10, 0.89, -1.52)
C (1.57, 0.21, -2.63)
C (2.40, -0.90, -2.48)
C (2.91, -1.68, -3.63)
C (2.50, -1.24, -5.01)
O (3.63, -2.65, -3.47)
C (2.76, -1.31, -1.20)
C (2.32, -0.62, -0.09)
C (1.49, 0.48, -0.22)
O (1.02, 1.24, 0.79)
C (1.44, 0.94, 2.10)
C (0.84, 2.00, 3.05)
O (1.74, 2.35, 4.08)
C (-0.50, 1.53, 3.63)
N (-1.34, 0.93, 2.62)
C (-1.99, 1.88, 1.74)
C (-2.44, 1.14, 0.46)
N (-2.62, -0.27, 0.73)
C (-1.73, -1.19, 0.18)
C (-1.16, -2.23, 0.91)
C (-0.33, -3.15, 0.29)
C (-0.06, -3.06, -1.07)
C (-0.64, -2.04, -1.80)
C (-1.46, -1.12, -1.19)
C (-3.21, -0.50, 2.03)
C (-2.32, 0.02, 3.18)
H (-0.73, 1.66, -3.35)
H (-0.83, 3.28, -2.61)
H (0.67, 2.77, -3.43)
H (1.28, 0.53, -3.61)
H (2.94, -1.91, -5.75)
H (1.41, -1.28, -5.11)
H (2.83, -0.22, -5.20)
H (3.40, -2.17, -1.10)
H (2.61, -0.97, 0.89)
H (2.53, 0.99, 2.17)
H (1.10, -0.06, 2.40)
H (0.72, 2.92, 2.47)
H (1.86, 1.59, 4.66)
H (-0.99, 2.38, 4.15)
H (-0.28, 0.77, 4.38)
H (-1.28, 2.66, 1.47)
H (-2.86, 2.36, 2.24)
H (-3.38, 1.57, 0.09)
H (-1.67, 1.26, -0.29)
H (-1.34, -2.33, 1.96)
H (0.12, -3.94, 0.87)
H (0.59, -3.78, -1.55)
H (-0.46, -1.97, -2.86)
H (-1.93, -0.34, -1.78)
H (-4.16, 0.04, 2.03)
H (-3.43, -1.56, 2.15)
H (-1.78, -0.81, 3.65)
H (-2.95, 0.50, 3.95)

As for the structure (SMILES): COc1cc(C(C)=O)ccc1OC[C@H](O)CN1CCN(c2ccccc2)CC1. The electronic energy is -34437.5617 eV. The calculation puts the HOMO-LUMO gap at 8.13 eV. The value obtained for the HOMO energy is -7.5 eV. The value obtained for the energy above the lowest of the compared OMol25 structures with the same formula, charge and spin is 76.2 kcal/mol.

---

7.
Here is an isolated ion of composition C6H12O and charge +1 at a distorted geometry from the OMol25 dataset. Energies are from ωB97M-V with the def2-TZVPD basis set.

Positions of all 19 atoms, in Å:
O (2.54, 0.89, 0.40)
C (2.17, -0.01, -0.42)
C (0.88, -0.14, -1.12)
C (-0.33, -0.08, 0.01)
C (-0.33, 1.22, 0.80)
C (-1.73, -0.60, -0.47)
C (-2.73, -1.18, 0.60)
H (2.70, -1.08, -0.12)
H (2.28, 0.25, -1.47)
H (0.54, 0.05, -2.16)
H (-0.04, -0.91, 0.65)
H (-0.78, 2.03, 0.15)
H (-0.87, 1.16, 1.71)
H (0.86, 1.32, 0.98)
H (-1.53, -1.37, -1.18)
H (-2.31, 0.17, -0.87)
H (-3.55, -0.53, 0.84)
H (-3.09, -2.20, 0.34)
H (-2.14, -1.27, 1.48)

As for the total charge: +1. As for the multiplicity: 2. The electronic energy is -8448.7494 eV. The calculation puts the HOMO-LUMO gap (spin up / spin down) at 7.03 / 7.66 eV. The value obtained for the HOMO energy (spin up / spin down) is -15.3 / -15.5 eV. The value obtained for the energy above the lowest of the compared OMol25 structures with the same formula, charge and spin is 145.2 kcal/mol.

---

8.
Here is one molecule with the formula C3H5BrSi at a distorted geometry from the OMol25 dataset. Energies are from ωB97M-V with the def2-TZVPD basis set.

Positions of all 10 atoms, in Å:
Si (-1.15, 0.45, 1.26)
C (-0.41, 0.80, -0.36)
C (0.64, 0.05, -0.72)
C (1.33, -0.95, -1.24)
Br (3.50, -1.57, -1.29)
H (-2.37, 1.12, 1.01)
H (-0.68, 1.35, 2.24)
H (-1.01, -0.98, 1.62)
H (-0.87, 1.56, -0.99)
H (1.02, -1.84, -1.53)

As for the structure (SMILES): [SiH3]C=C=CBr. The electronic energy is -81108.1097 eV. The calculation puts the HOMO-LUMO gap at 8.66 eV. The value obtained for the HOMO energy is -9.7 eV. The value obtained for the energy above the lowest of the compared OMol25 structures with the same formula, charge and spin is 74.6 kcal/mol.

---

9.
Here is a 2-piece molecular cluster, C5H14O overall at a distorted geometry from the OMol25 dataset. Energies are from ωB97M-V with the def2-TZVPD basis set.

Positions of all 20 atoms, in Å:
C (-0.50, -1.84, 0.77)
C (0.42, -1.34, -0.35)
C (0.48, -2.40, -1.55)
O (0.16, -0.10, -0.82)
H (-1.45, -2.27, 0.53)
H (-0.43, -1.19, 1.58)
H (0.02, -2.78, 1.14)
H (1.51, -1.23, -0.01)
H (0.52, -3.51, -1.42)
H (-0.38, -2.53, -2.15)
H (1.27, -1.94, -2.11)
H (-0.34, 0.24, -1.53)
C (0.53, 2.92, 0.91)
C (-0.86, 2.41, 0.58)
H (0.88, 3.78, 0.12)
H (0.47, 3.33, 1.84)
H (1.26, 1.99, 1.00)
H (-1.78, 3.14, 0.71)
H (-0.92, 1.92, -0.47)
H (-0.87, 1.40, 1.21)

As for the structure (SMILES): CC(C)O.CC. The electronic energy is -7456.8904 eV. The calculation puts the HOMO-LUMO gap at 11.06 eV. The value obtained for the HOMO energy is -10.1 eV. The value obtained for the energy above the lowest of the compared OMol25 structures with the same formula, charge and spin is 66.8 kcal/mol.

---

10.
Here is C21H15HfN10O9Se as an isolated structure from the OMol25 dataset. Energies are from ωB97M-V with the def2-TZVPD basis set.

Positions of all 57 atoms, in Å:
Hf (-0.67, -0.32, 0.66)
O (-3.08, 5.25, 2.30)
C (-2.46, 4.12, 1.92)
C (-2.06, 3.88, 0.60)
C (-1.42, 2.70, 0.34)
N (-1.20, 1.79, 1.30)
C (-1.64, 1.99, 2.54)
C (-2.25, 3.15, 2.91)
C (-1.44, 0.77, 3.41)
O (-1.64, 0.79, 4.59)
O (-1.02, -0.26, 2.68)
C (-0.98, 2.19, -1.01)
O (-1.32, 2.71, -2.05)
O (-0.27, 1.09, -0.89)
H (-3.19, 5.84, 1.55)
H (-2.25, 4.58, -0.20)
H (-2.59, 3.31, 3.93)
Se (6.66, -3.05, 0.65)
N (5.95, -1.54, 1.27)
C (4.72, -1.51, 0.83)
C (3.77, -0.45, 1.16)
C (4.13, 0.63, 1.97)
C (3.18, 1.57, 2.29)
C (1.88, 1.37, 1.85)
N (1.52, 0.35, 1.08)
C (2.47, -0.53, 0.68)
C (2.08, -1.59, -0.27)
N (0.85, -1.49, -0.82)
C (0.47, -2.44, -1.66)
C (1.27, -3.52, -2.00)
C (2.52, -3.61, -1.44)
C (2.95, -2.62, -0.56)
C (4.30, -2.61, 0.01)
N (5.19, -3.55, -0.22)
H (5.15, 0.70, 2.33)
H (3.41, 2.42, 2.92)
H (1.09, 2.05, 2.15)
H (-0.53, -2.35, -2.07)
H (0.90, -4.27, -2.69)
H (3.19, -4.43, -1.67)
N (-0.53, -0.18, -3.58)
N (-1.92, -0.23, -3.87)
C (-2.88, -0.34, -2.97)
N (-4.15, -0.47, -3.39)
N (-2.44, -0.41, -1.68)
N (-3.33, -0.09, -0.74)
O (-2.83, -0.05, 0.43)
O (-4.50, 0.18, -0.89)
H (-0.45, 0.15, -2.61)
H (-0.19, 0.61, -4.13)
H (-2.16, -0.34, -4.84)
H (-4.38, -0.33, -4.35)
H (-4.87, -0.38, -2.70)
O (0.25, -2.22, 1.65)
C (-0.75, -2.86, 1.25)
O (-1.55, -2.29, 0.42)
H (-0.96, -3.87, 1.60)

As for the total charge: +1. The electronic energy is -122001.5391 eV. The calculation puts the HOMO-LUMO gap at 8.37 eV. The value obtained for the HOMO energy is -11.7 eV. The value obtained for the energy above the lowest of the compared OMol25 structures with the same formula, charge and spin is 0.0 kcal/mol.